[1]
Here is CH2OS2 in the gas phase at a distorted geometry from OMol25. Energies are from wB97M-V/def2-TZVPD.

2S+1 = 1
Energy above the lowest of the compared OMol25 structures with the same formula, charge and spin = 1.5668 eV

Cartesian coordinates (Å):
O  -0.8246  0.7697  0.5763
C  0.0123  0.3325  -0.3173
S  0.1388  -1.7166  -0.6193
S  1.6408  -0.4816  0.1583
H  -0.8039  0.3070  1.5453
H  -0.1634  0.7889  -1.3433


[2]
Here is a molecular structure, C11H15OP at a distorted geometry from OMol25. Energies are from wB97M-V/def2-TZVPD.

2S+1 = 1
Energy above the lowest of the compared OMol25 structures with the same formula, charge and spin = 2.3845 eV

Cartesian coordinates (Å):
C  -1.8032  -0.9774  -0.9591
C  -1.9282  -1.1868  1.4310
C  -2.9749  -1.7926  -1.1180
C  -2.9580  -2.1345  1.3134
C  -1.2881  -0.6882  0.3000
C  -3.4921  -2.4137  -0.0178
C  0.1151  0.6259  0.4656
C  1.3598  0.3096  -0.2452
C  2.6127  0.6346  0.5830
C  1.4641  -1.0588  -0.8970
C  0.6093  3.2265  -0.4548
O  -4.5674  -3.2666  -0.0887
P  0.2116  1.5362  -1.0809
H  -1.5810  -0.3470  -1.8386
H  -1.4284  -1.1284  2.3897
H  -3.3952  -1.9457  -2.0683
H  -3.4384  -2.5235  2.2117
H  -0.0902  1.0322  1.3869
H  3.3007  -0.1378  0.3914
H  2.3159  0.6416  1.6340
H  3.1764  1.5942  0.2439
H  2.1672  -1.0803  -1.8653
H  0.4706  -1.2525  -1.2153
H  1.7792  -1.9746  -0.3080
H  1.4277  3.1491  0.2965
H  -0.3328  3.5576  0.1807
H  0.8400  4.0008  -1.3037
H  -5.1039  -3.2719  -0.8060


[3]
Here is 2 unconnected molecules or ions with the total composition C25H31NO6 at a distorted geometry from OMol25. Energies are from wB97M-V/def2-TZVPD.

2S+1 = 1
Energy above the lowest of the compared OMol25 structures with the same formula, charge and spin = 2.1727 eV

Cartesian coordinates (Å):
C  -4.3627  -0.6329  -4.3215
C  -3.4067  -1.8030  -4.1517
C  -3.5189  -2.7828  -5.3232
O  -2.0290  -1.3715  -4.1006
C  -1.6416  -0.6832  -2.9796
O  -0.6304  -0.0066  -2.9855
C  -2.5236  -0.8103  -1.7999
C  -2.3637  0.1025  -0.7939
C  -3.4921  0.6873  -0.0934
C  -4.8457  0.4952  -0.5007
C  -5.8810  1.2707  0.0243
C  -5.6412  2.1566  1.0790
C  -4.3342  2.2858  1.5618
C  -3.2861  1.6114  0.9542
C  -3.5019  -1.9292  -1.7615
O  -4.0755  -2.3197  -0.7645
O  -3.7190  -2.5633  -2.9614
H  -4.2319  0.1401  -3.5516
H  -4.1876  -0.1887  -5.3094
H  -5.3921  -1.0151  -4.2914
H  -2.7681  -3.5713  -5.2192
H  -4.5185  -3.2249  -5.3417
H  -3.3519  -2.2468  -6.2609
H  -1.3971  0.5890  -0.7133
H  -5.0971  -0.2732  -1.2271
H  -6.8869  1.1447  -0.3777
H  -6.4655  2.6869  1.5602
H  -4.1435  2.9187  2.4324
H  -2.2681  1.7963  1.2798
C  -0.0930  2.4731  1.3129
O  1.2334  2.4838  0.7900
C  2.1492  1.9785  1.6459
O  1.9179  1.7362  2.8169
C  3.4890  1.7955  0.9729
C  4.4007  3.0244  1.1518
C  5.5633  2.5599  2.0227
C  5.4796  1.0280  2.0665
N  4.1649  0.6922  1.5902
C  3.6550  -0.5676  1.5602
C  2.3482  -0.8624  1.1835
C  1.6805  -2.1104  1.6299
C  2.6225  -3.2075  2.1852
C  4.0795  -3.0662  1.7368
C  4.6311  -1.6520  1.9516
H  -0.7120  2.6999  0.4486
H  -0.3210  1.4795  1.7131
H  -0.2023  3.2341  2.0917
H  3.2884  1.6317  -0.0974
H  4.7468  3.3041  0.1499
H  3.8783  3.8959  1.5698
H  6.5220  2.8832  1.6102
H  5.4978  2.9827  3.0311
H  6.2542  0.6066  1.4074
H  5.7007  0.6502  3.0734
H  1.7479  -0.1906  0.5666
H  0.9690  -1.8779  2.4486
H  1.0638  -2.5134  0.8074
H  2.6066  -3.1448  3.2827
H  2.2389  -4.2013  1.9130
H  4.6914  -3.7919  2.2870
H  4.1675  -3.3101  0.6666
H  5.5507  -1.5647  1.3501
H  4.9509  -1.5417  3.0014


[4]
Here is 9 unconnected molecules or ions with the total composition H18O9 from OMol25. Energies are from wB97M-V/def2-TZVPD.

2S+1 = 1
Energy above the lowest of the compared OMol25 structures with the same formula, charge and spin = 2.8136 eV

Cartesian coordinates (Å):
O  -0.5019  -0.2461  0.7138
H  -0.2183  -1.1378  0.5121
H  -0.0698  0.2979  0.0553
O  0.5444  3.1213  -2.0610
H  1.2023  3.2480  -1.3775
H  1.0099  3.2993  -2.8782
O  -1.9333  1.8952  4.0911
H  -1.6964  1.4428  3.2816
H  -1.2140  1.7032  4.6927
O  1.7797  -1.9187  -2.6439
H  2.5919  -1.7751  -2.1583
H  1.4130  -2.7186  -2.2671
O  -3.3164  4.0350  -1.5137
H  -2.3779  3.8518  -1.5569
H  -3.6847  3.5809  -2.2716
O  -5.2115  0.5531  0.0082
H  -4.2988  0.4134  0.2604
H  -5.3048  1.5046  -0.0380
O  3.5418  3.2312  0.5341
H  4.4603  3.4856  0.6229
H  3.0701  3.8294  1.1138
O  2.9807  -4.6468  2.0880
H  2.5590  -4.6988  1.2303
H  2.3290  -4.9936  2.6973
O  0.9921  -5.4580  -1.0134
H  1.3138  -6.3586  -1.0552
H  0.0399  -5.5407  -1.0665


The records above yield HOMO-LUMO gap values of 8.46 9.29 5.71 11.22 eV, respectively.